C10H19BrCaClNO7S | the ωB97M-V functional and the def2-TZVPD basis

Geometry (Å):
1 C -0.839 -1.641 -3.959
2 C 0.474 -1.199 -3.320
3 C 0.249 -0.668 -1.894
4 C 0.365 -1.677 -0.737
5 N -0.816 -1.853 0.101
6 C -1.109 -0.819 1.059
7 C -0.112 -0.736 2.214
8 O 1.231 -0.848 1.749
9 C 2.200 -0.009 2.290
10 O 2.693 0.933 1.338
11 C 1.793 1.852 0.793
12 C 1.104 2.833 1.755
13 O 1.858 3.980 2.042
14 O -1.197 0.516 0.460
15 S -2.652 0.884 -0.071
16 O -3.066 2.058 0.581
17 O -2.648 0.762 -1.486
18 O -3.328 -0.435 0.494
19 C -2.582 -1.014 1.574
20 Cl -3.076 -2.659 1.737
21 Br -2.955 -0.062 3.221
22 H -1.367 -2.308 -3.272
23 H -0.664 -2.168 -4.895
24 H -1.484 -0.779 -4.133
25 H 0.912 -0.390 -3.949
26 H 1.199 -2.019 -3.302
27 H 1.037 0.072 -1.676
28 H -0.672 -0.085 -1.862
29 H 0.634 -2.648 -1.167
30 H 1.185 -1.405 -0.091
31 H -1.629 -1.986 -0.497
32 H -0.350 -1.549 2.908
33 H -0.262 0.206 2.745
34 H 1.840 0.516 3.180
35 H 3.070 -0.608 2.549
36 H 0.999 1.353 0.190
37 H 2.434 2.488 0.138
38 H 0.932 2.340 2.713
39 H 0.124 3.096 1.338
40 H 1.986 4.517 1.261
41 Ca 2.491 1.159 -2.117

Values from the calculation:
frontier orbital gap	6.073	eV
E	-138319.9316	eV
LUMO level	-9.635	eV
charge	+2

Want to see where the charge sits? The Mulliken charges in e are: number 1, C, carries -1.308; number 2, C, carries 0.130; number 3, C, carries 2.043; number 4, C, carries -0.970; number 5, N, carries -0.246; number 6, C, carries 0.295; number 7, C, carries -1.178; number 8, O, carries -0.318; number 9, C, carries -0.471; number 10, O, carries -0.369; number 11, C, carries 0.491; number 12, C, carries -0.781; number 13, O, carries -0.533; number 14, O, carries -0.394; number 15, S, carries 1.250; number 16, O, carries -0.547; number 17, O, carries -0.620; number 18, O, carries -0.346; number 19, C, carries 0.537; number 20, Cl, carries -0.057; number 21, Br, carries 0.017; number 22, H, carries 0.314; number 23, H, carries 0.414; number 24, H, carries 0.353; number 25, H, carries 0.367; number 26, H, carries 0.390; number 27, H, carries -2.857; number 28, H, carries 0.430; number 29, H, carries 0.479; number 30, H, carries 0.348; number 31, H, carries 0.469; number 32, H, carries 0.426; number 33, H, carries 0.468; number 34, H, carries 0.482; number 35, H, carries 0.252; number 36, H, carries -0.377; number 37, H, carries 0.649; number 38, H, carries 0.268; number 39, H, carries 0.371; number 40, H, carries 0.323; number 41, Ca, carries 1.806

=====

C10H19Cl2N3O2SSi2 | the ωB97M-V functional and the def2-TZVPD basis

Geometry (Å):
1 C -0.258 1.455 -4.099
2 C -0.688 0.159 -3.694
3 C -1.066 -1.205 -2.803
4 Si 0.387 -1.692 -1.575
5 C 1.838 -0.449 -1.843
6 C 2.941 -0.426 -0.596
7 C 3.016 1.018 0.179
8 C 1.772 1.290 1.214
9 S 1.053 2.984 0.725
10 C -0.752 2.598 0.289
11 N -1.204 1.436 -0.573
12 N -2.589 1.367 -0.705
13 C -3.103 2.559 0.077
14 O -1.981 3.317 0.672
15 O -0.339 -1.565 0.058
16 Si -0.019 -3.029 0.991
17 N 0.364 -2.462 2.693
18 H 0.203 2.552 -4.182
19 H -2.036 -0.950 -2.165
20 H -1.331 -2.076 -3.542
21 H 0.870 -3.041 -1.843
22 H 2.414 -0.765 -2.835
23 H 1.495 0.666 -2.006
24 H 2.791 -1.354 0.119
25 H 4.011 -0.588 -1.096
26 H 3.008 1.852 -0.668
27 H 4.040 1.099 0.750
28 H 0.901 0.486 1.107
29 H 2.097 1.317 2.358
30 H -4.252 2.849 0.172
31 H -1.177 -3.931 0.966
32 H 1.166 -3.772 0.558
33 H 1.033 -1.652 2.655
34 H -0.540 -2.136 3.151
35 C -2.806 0.528 3.198
36 Cl -2.907 -1.190 3.603
37 Cl -2.803 0.769 1.447
38 H -3.667 1.045 3.627
39 H -1.883 0.938 3.615

Values from the calculation:
frontier orbital gap	8.352	eV
E	-70869.0192	eV
LUMO level	-0.053	eV

Want to see where the charge sits? The Mulliken charges in e are: number 1, C, carries -0.425; number 2, C, carries -0.198; number 3, C, carries -0.422; number 4, Si, carries 0.269; number 5, C, carries -0.342; number 6, C, carries -0.548; number 7, C, carries -0.782; number 8, C, carries 0.018; number 9, S, carries -0.176; number 10, C, carries 0.173; number 11, N, carries 0.315; number 12, N, carries -0.729; number 13, C, carries 0.058; number 14, O, carries -0.300; number 15, O, carries -0.060; number 16, Si, carries 0.488; number 17, N, carries -0.630; number 18, H, carries 0.319; number 19, H, carries 0.260; number 20, H, carries 0.424; number 21, H, carries -0.237; number 22, H, carries 0.350; number 23, H, carries 0.139; number 24, H, carries 0.221; number 25, H, carries 0.283; number 26, H, carries 0.389; number 27, H, carries 0.320; number 28, H, carries -0.215; number 29, H, carries 0.400; number 30, H, carries 0.349; number 31, H, carries -0.173; number 32, H, carries -0.146; number 33, H, carries 0.284; number 34, H, carries 0.207; number 35, C, carries -0.339; number 36, Cl, carries -0.191; number 37, Cl, carries 0.061; number 38, H, carries 0.372; number 39, H, carries 0.213

=====

C10H19GeIrNO5 | the ωB97M-V functional and the def2-TZVPD basis

Geometry (Å):
1 Ir -0.192 0.224 -0.242
2 O 2.074 1.102 -0.647
3 C 2.345 2.097 0.338
4 C 1.155 3.031 0.426
5 N -0.108 2.292 0.648
6 C -1.211 2.889 -0.121
7 C -1.059 2.536 -1.614
8 O -1.401 3.314 -2.467
9 O -0.520 1.355 -1.873
10 C -0.341 1.988 2.065
11 C 0.446 0.741 2.496
12 O 0.860 0.636 3.626
13 O 0.629 -0.171 1.570
14 H 1.881 1.535 -1.492
15 H 2.516 1.555 1.266
16 H 3.250 2.656 0.096
17 H 1.301 3.774 1.217
18 H 1.060 3.574 -0.517
19 H -2.146 2.445 0.221
20 H -1.269 3.973 -0.002
21 H -0.080 2.826 2.714
22 H -1.399 1.759 2.199
23 C 0.693 -3.310 0.794
24 Ge -0.594 -2.846 -0.591
25 C 0.331 -2.577 -2.293
26 C -1.997 -4.185 -0.820
27 C -1.428 -1.074 -0.072
28 H 1.174 -4.254 0.534
29 H 0.232 -3.409 1.776
30 H 1.446 -2.526 0.859
31 H 0.831 -3.492 -2.614
32 H 1.084 -1.796 -2.181
33 H -0.366 -2.268 -3.071
34 H -1.532 -5.125 -1.120
35 H -2.693 -3.880 -1.601
36 H -2.556 -4.355 0.099
37 H -2.415 -1.033 0.395

Values from the calculation:
frontier orbital gap (alpha / beta)	7.554 / 8.405	eV
E	-81758.7240	eV
LUMO level (alpha / beta)	-0.470 / -0.590	eV
2S+1	2

Want to see where the charge sits? The Mulliken charges in e are: number 1, Ir, carries 0.994; number 2, O, carries -0.512; number 3, C, carries -0.699; number 4, C, carries -0.682; number 5, N, carries -0.102; number 6, C, carries -0.577; number 7, C, carries 0.619; number 8, O, carries -0.644; number 9, O, carries -0.769; number 10, C, carries -0.538; number 11, C, carries 0.565; number 12, O, carries -0.674; number 13, O, carries -0.612; number 14, H, carries 0.395; number 15, H, carries 0.319; number 16, H, carries 0.412; number 17, H, carries 0.395; number 18, H, carries 0.436; number 19, H, carries 0.388; number 20, H, carries 0.327; number 21, H, carries 0.280; number 22, H, carries 0.350; number 23, C, carries -1.086; number 24, Ge, carries 0.290; number 25, C, carries -1.151; number 26, C, carries -1.106; number 27, C, carries -0.330; number 28, H, carries 0.411; number 29, H, carries 0.357; number 30, H, carries 0.310; number 31, H, carries 0.393; number 32, H, carries 0.348; number 33, H, carries 0.365; number 34, H, carries 0.339; number 35, H, carries 0.356; number 36, H, carries 0.357; number 37, H, carries 0.473

=====

Copy entry 2 word for word.
C10H19Cl2N3O2SSi2 | the ωB97M-V functional and the def2-TZVPD basis

Geometry (Å):
1 C -0.258 1.455 -4.099
2 C -0.688 0.159 -3.694
3 C -1.066 -1.205 -2.803
4 Si 0.387 -1.692 -1.575
5 C 1.838 -0.449 -1.843
6 C 2.941 -0.426 -0.596
7 C 3.016 1.018 0.179
8 C 1.772 1.290 1.214
9 S 1.053 2.984 0.725
10 C -0.752 2.598 0.289
11 N -1.204 1.436 -0.573
12 N -2.589 1.367 -0.705
13 C -3.103 2.559 0.077
14 O -1.981 3.317 0.672
15 O -0.339 -1.565 0.058
16 Si -0.019 -3.029 0.991
17 N 0.364 -2.462 2.693
18 H 0.203 2.552 -4.182
19 H -2.036 -0.950 -2.165
20 H -1.331 -2.076 -3.542
21 H 0.870 -3.041 -1.843
22 H 2.414 -0.765 -2.835
23 H 1.495 0.666 -2.006
24 H 2.791 -1.354 0.119
25 H 4.011 -0.588 -1.096
26 H 3.008 1.852 -0.668
27 H 4.040 1.099 0.750
28 H 0.901 0.486 1.107
29 H 2.097 1.317 2.358
30 H -4.252 2.849 0.172
31 H -1.177 -3.931 0.966
32 H 1.166 -3.772 0.558
33 H 1.033 -1.652 2.655
34 H -0.540 -2.136 3.151
35 C -2.806 0.528 3.198
36 Cl -2.907 -1.190 3.603
37 Cl -2.803 0.769 1.447
38 H -3.667 1.045 3.627
39 H -1.883 0.938 3.615

Values from the calculation:
frontier orbital gap	8.352	eV
E	-70869.0192	eV
LUMO level	-0.053	eV

Want to see where the charge sits? The Mulliken charges in e are: number 1, C, carries -0.425; number 2, C, carries -0.198; number 3, C, carries -0.422; number 4, Si, carries 0.269; number 5, C, carries -0.342; number 6, C, carries -0.548; number 7, C, carries -0.782; number 8, C, carries 0.018; number 9, S, carries -0.176; number 10, C, carries 0.173; number 11, N, carries 0.315; number 12, N, carries -0.729; number 13, C, carries 0.058; number 14, O, carries -0.300; number 15, O, carries -0.060; number 16, Si, carries 0.488; number 17, N, carries -0.630; number 18, H, carries 0.319; number 19, H, carries 0.260; number 20, H, carries 0.424; number 21, H, carries -0.237; number 22, H, carries 0.350; number 23, H, carries 0.139; number 24, H, carries 0.221; number 25, H, carries 0.283; number 26, H, carries 0.389; number 27, H, carries 0.320; number 28, H, carries -0.215; number 29, H, carries 0.400; number 30, H, carries 0.349; number 31, H, carries -0.173; number 32, H, carries -0.146; number 33, H, carries 0.284; number 34, H, carries 0.207; number 35, C, carries -0.339; number 36, Cl, carries -0.191; number 37, Cl, carries 0.061; number 38, H, carries 0.372; number 39, H, carries 0.213

=====

> Which formula does entry 1 have?

C10H19BrCaClNO7S

=====

> What is the E in the third record?

-81758.7240 eV